#A
Below is a molecular structure, CH5NP2, with properties calculated with ωB97M-V with the def2-TZVPD basis set.

```
9
Properties=species:S:1:pos:R:3:nbo_charge:R:1
C 1.23 0.11 -0.23 -0.9611
N -1.47 -0.54 0.69 -1.0491
P -2.57 -0.33 -0.38 0.7711
P 0.12 -1.36 -0.42 0.6354
H 2.13 0.01 -0.83 0.2381
H 1.57 0.14 0.88 0.2539
H 0.59 0.87 -0.74 0.2458
H -3.55 0.27 0.68 -0.1025
H 0.52 -2.18 0.76 -0.0316
```

Values from the calculation:
HOMO level = -0.323 Eh
Orbital gap = 8.68 eV
Charge = 0

***

#B
Below is a single CH5NP2 molecule, with properties calculated with ωB97M-V with the def2-TZVPD basis set.

```
9
Properties=species:S:1:pos:R:3:nbo_charge:R:1
C -0.52 1.17 -0.97 -0.9183
N -0.62 -2.19 0.62 -0.8661
P 1.08 -0.03 -0.84 0.3549
P 0.46 -1.15 0.97 0.8655
H -0.13 2.01 -1.57 0.2368
H -1.17 0.66 -1.70 0.2420
H -1.13 1.32 -0.03 0.2461
H 0.25 -0.25 2.19 -0.0629
H 1.77 -1.55 1.34 -0.0980
```

Values from the calculation:
HOMO level (spin up / spin down) = -0.343 / -0.325 Eh
Orbital gap (spin up / spin down) = 7.42 / 7.53 eV
Charge = 0

***

Least stable = #B

***

#A
Below is a molecular structure, C24H32AuN9O6PS, with properties calculated with ωB97M-V with the def2-TZVPD basis set.

```
74
Properties=species:S:1:pos:R:3:mulliken_charge:R:1
Au 0.91 -0.96 -0.29 0.9534
N -1.75 1.05 2.85 0.1657
C -0.97 0.08 2.38 -0.8058
N -0.92 0.15 1.06 0.5090
C -1.69 1.23 0.79 -0.1101
N -2.23 1.81 1.84 -0.5871
C -1.38 1.61 -1.74 0.2844
C -1.93 2.26 -2.85 -0.7858
N -1.39 2.16 -4.05 -0.5777
C -0.29 1.42 -4.16 -0.5569
C 0.24 0.75 -3.07 -0.4767
N -0.32 0.84 -1.86 0.5314
H -1.97 1.28 3.81 0.1885
H -0.44 -0.63 2.98 0.4631
H -2.83 2.87 -2.76 0.5284
H 0.16 1.35 -5.14 0.4169
H 1.13 0.15 -3.14 0.4727
N -2.39 -5.64 -5.70 -0.4530
C -2.28 -5.04 -4.49 1.1336
C -1.02 -4.83 -3.90 -0.7905
C -0.91 -4.18 -2.70 -0.2951
C -2.06 -3.75 -2.05 -0.0801
C -3.33 -3.97 -2.60 -0.6484
C -3.44 -4.60 -3.81 -0.8141
S -1.91 -2.92 -0.57 1.2239
O -2.79 -3.36 0.46 -0.6401
O -0.53 -2.70 -0.28 -0.6734
N -2.55 -1.36 -0.98 -0.1418
C -3.45 -0.64 -0.71 0.7591
N -2.00 1.78 -0.48 0.9410
C -3.00 2.77 -0.40 -0.8242
C -4.32 2.52 -0.29 -0.3123
C -4.95 1.25 -0.34 -0.2119
N -4.46 0.07 -0.55 -0.4138
H -1.58 -6.00 -6.17 0.2011
H -3.28 -5.83 -6.11 0.1995
H -0.13 -5.19 -4.41 0.3119
H 0.06 -4.02 -2.25 0.5404
H -4.22 -3.66 -2.07 0.4267
H -4.41 -4.78 -4.25 0.3130
H -2.65 3.81 -0.41 0.4823
H -4.98 3.36 -0.18 0.4238
H -6.03 1.25 -0.23 0.4177
C 4.33 -0.12 3.63 -1.7907
C 3.31 -0.85 2.75 1.5509
C 2.29 -1.58 3.61 -1.5497
C 4.00 -1.82 1.80 -1.3708
O 2.51 0.11 2.00 0.5489
P 3.06 0.95 0.72 0.3969
O 4.49 1.27 0.82 -0.8311
O 2.61 0.21 -0.55 -0.9374
O 2.05 2.19 0.80 -0.0146
C 2.12 3.35 1.66 1.6824
C 1.82 4.54 0.76 -1.6064
C 3.46 3.53 2.35 -1.7013
C 1.02 3.17 2.70 -1.0493
H 4.90 -0.85 4.19 0.5161
H 3.81 0.53 4.33 0.3480
H 5.00 0.47 3.02 0.3390
H 2.79 -2.28 4.28 0.4564
H 1.60 -2.14 2.99 0.1723
H 1.74 -0.86 4.22 0.3267
H 4.51 -2.59 2.37 0.4907
H 4.73 -1.30 1.18 0.3694
H 3.27 -2.29 1.14 0.1277
H 2.61 4.66 0.02 0.4146
H 1.74 5.46 1.34 0.3826
H 0.88 4.38 0.23 0.1767
H 4.27 3.61 1.63 0.4207
H 3.68 2.69 3.01 0.1788
H 3.42 4.45 2.95 0.5136
H 0.04 3.11 2.21 0.2112
H 1.01 4.00 3.40 0.4945
H 1.19 2.24 3.26 0.0442
```

Values from the calculation:
HOMO level = -0.384 Eh
Orbital gap = 4.54 eV
Charge = +1

***

#B
Below is a molecular structure, C24H32AuN9O6PS, with properties calculated with ωB97M-V with the def2-TZVPD basis set.

```
74
Properties=species:S:1:pos:R:3:mulliken_charge:R:1
Au 0.12 0.43 -1.66 1.4762
N -1.19 3.64 -4.01 0.2161
C -0.80 3.29 -2.79 -0.4483
N -0.44 2.02 -2.85 -0.1733
C -0.66 1.65 -4.15 0.2071
N -1.12 2.62 -4.89 -0.7298
C -0.46 0.25 -4.50 0.6138
C -0.79 -0.35 -5.70 -0.2596
N -0.60 -1.65 -5.89 -0.5193
C -0.07 -2.35 -4.90 -0.5583
C 0.27 -1.78 -3.68 -0.2627
N 0.06 -0.48 -3.50 0.0102
H -1.53 4.55 -4.31 0.2083
H -0.82 3.87 -1.88 0.6348
H -1.21 0.24 -6.51 0.4607
H 0.08 -3.41 -5.07 0.4182
H 0.69 -2.33 -2.86 0.5207
N 3.60 -7.00 -0.51 -0.4732
C 3.22 -5.70 -0.39 1.1972
C 2.77 -5.20 0.84 -0.9324
C 2.38 -3.89 0.97 -0.2768
C 2.42 -3.05 -0.14 -0.4802
C 2.88 -3.52 -1.37 -0.5434
C 3.27 -4.83 -1.50 -1.0077
S 1.95 -1.39 0.02 2.0537
O 2.75 -0.57 -0.86 -0.8535
O 1.80 -1.06 1.40 -0.6929
N 0.46 -1.33 -0.79 -0.3611
C -0.71 -1.79 -0.16 0.5224
N -1.84 -1.23 -0.61 -0.2078
C -2.96 -1.64 -0.02 -0.1982
C -2.96 -2.60 0.97 -0.7722
C -1.73 -3.12 1.33 -0.2721
N -0.59 -2.73 0.76 -0.3693
H 3.57 -7.62 0.27 0.1864
H 3.92 -7.36 -1.39 0.1834
H 2.75 -5.85 1.70 0.3038
H 2.03 -3.49 1.91 0.5103
H 2.96 -2.84 -2.21 0.6376
H 3.64 -5.20 -2.44 0.3032
H -3.88 -1.17 -0.36 0.4560
H -3.88 -2.92 1.45 0.4483
H -1.64 -3.88 2.09 0.4709
C -3.15 2.79 2.72 -1.5982
C -2.49 1.42 2.79 1.7372
C -1.59 1.28 4.01 -1.4594
C -3.54 0.32 2.77 -1.6408
O -1.68 1.16 1.59 0.3876
P -0.80 2.17 0.78 -0.8564
O -1.55 3.01 -0.17 -0.8391
O 0.27 1.24 0.10 -0.1632
O 0.01 2.94 1.88 0.3662
C 1.28 3.67 1.73 1.5632
C 1.25 4.68 2.87 -1.8724
C 1.34 4.38 0.39 -1.3245
C 2.42 2.68 1.90 -1.3771
H -3.80 2.92 3.58 0.4931
H -3.75 2.88 1.81 0.3550
H -2.41 3.58 2.72 0.2582
H -2.20 1.28 4.92 0.4830
H -0.89 2.11 4.07 0.1768
H -1.03 0.35 3.96 0.3122
H -4.16 0.38 3.66 0.5306
H -3.05 -0.66 2.75 0.2473
H -4.17 0.41 1.89 0.3521
H 0.42 5.37 2.76 0.4095
H 2.18 5.25 2.87 0.4503
H 1.16 4.17 3.83 0.3712
H 0.48 5.04 0.26 0.3198
H 1.36 3.66 -0.43 0.1248
H 2.26 4.97 0.34 0.5606
H 2.37 2.21 2.88 0.3394
H 3.37 3.21 1.81 0.4622
H 2.38 1.90 1.15 0.1839
```

Values from the calculation:
HOMO level = -0.384 Eh
Orbital gap = 6.27 eV
Charge = +1

***

Least stable = #A

***

#A
Below is 7 unconnected molecules or ions with the total composition C7H28O7, with properties calculated with ωB97M-V with the def2-TZVPD basis set.

```
42
Properties=species:S:1:pos:R:3:nbo_charge:R:1
C 0.78 -3.53 -9.51 -0.6450
C -0.42 -3.19 -8.58 -0.0666
O -1.56 -4.01 -8.67 -0.7505
H 1.15 -4.55 -9.43 0.2095
H 1.57 -2.79 -9.46 0.2271
H 0.47 -3.41 -10.55 0.2040
H -0.75 -2.15 -8.59 0.1868
H 0.00 -3.48 -7.61 0.1577
H -1.65 -4.55 -7.88 0.4880
C 1.48 -4.80 -13.42 -0.6328
C 2.69 -4.70 -12.53 -0.0652
O 3.03 -3.47 -12.08 -0.7488
H 1.65 -4.48 -14.45 0.2031
H 0.73 -4.16 -12.95 0.2077
H 1.04 -5.80 -13.40 0.2225
H 3.55 -4.91 -13.18 0.1446
H 2.80 -5.37 -11.68 0.1758
H 3.52 -3.63 -11.27 0.4970
C 0.47 -1.24 -13.89 -0.6316
C 1.34 -0.28 -13.05 -0.0525
O 1.79 0.76 -13.75 -0.7151
H -0.16 -1.92 -13.32 0.1998
H 1.04 -1.84 -14.59 0.2042
H -0.24 -0.64 -14.47 0.1945
H 2.05 -0.88 -12.48 0.1876
H 0.77 0.11 -12.21 0.1371
H 1.13 1.39 -14.05 0.4749
C 5.77 -3.73 -10.27 -0.2616
O 4.74 -4.59 -9.90 -0.7454
H 5.39 -3.01 -11.00 0.1897
H 6.21 -3.15 -9.46 0.1700
H 6.53 -4.24 -10.86 0.1737
H 5.10 -5.34 -9.42 0.4810
O -2.27 -3.36 -11.21 -0.9528
H -1.59 -3.57 -11.85 0.4537
H -1.99 -3.78 -10.40 0.4857
O 4.46 -4.36 -16.03 -0.9444
H 3.58 -4.71 -15.90 0.4726
H 4.52 -4.21 -16.98 0.4811
O 4.95 -2.55 -14.10 -0.9704
H 4.26 -2.71 -13.45 0.4745
H 5.09 -3.40 -14.52 0.4788
```

Values from the calculation:
HOMO level = -0.361 Eh
Orbital gap = 10.22 eV
Charge = 0

***

#B
Below is 7 unconnected molecules or ions with the total composition C7H28O7, with properties calculated with ωB97M-V with the def2-TZVPD basis set.

```
42
Properties=species:S:1:pos:R:3:nbo_charge:R:1
C 0.84 -2.98 2.39 -0.2456
O -0.22 -2.92 3.36 -0.7272
H 0.61 -2.37 1.51 0.1562
H 1.71 -2.55 2.88 0.1769
H 1.03 -4.01 2.08 0.1777
H -1.04 -3.18 2.94 0.4617
C 0.54 -2.94 -1.39 -0.2508
O 1.12 -4.12 -0.87 -0.7260
H 1.16 -2.05 -1.24 0.1686
H 0.31 -3.00 -2.46 0.1683
H -0.38 -2.71 -0.85 0.1730
H 2.06 -4.10 -1.04 0.4684
C -0.41 0.51 0.44 -0.2494
O -0.41 0.65 -1.00 -0.7462
H -1.42 0.42 0.83 0.1633
H 0.24 -0.34 0.65 0.1739
H 0.09 1.37 0.89 0.1656
H -0.77 1.53 -1.16 0.4843
C -3.59 2.29 -0.54 -0.2520
O -2.28 2.84 -0.56 -0.7407
H -3.59 1.50 0.21 0.1808
H -4.34 3.03 -0.26 0.1688
H -3.85 1.86 -1.51 0.1766
H -2.26 3.59 -1.15 0.4745
C -3.06 -1.50 -1.73 -0.2510
O -3.89 -0.77 -2.62 -0.7217
H -3.63 -2.26 -1.17 0.1573
H -2.32 -2.03 -2.32 0.1848
H -2.55 -0.85 -1.02 0.1707
H -4.68 -0.51 -2.15 0.4596
C 1.95 3.78 -0.06 -0.2512
O 3.17 4.48 -0.25 -0.7184
H 1.95 2.83 -0.62 0.1708
H 1.77 3.56 0.99 0.1589
H 1.16 4.40 -0.47 0.1805
H 3.85 4.08 0.29 0.4589
C 3.24 0.18 1.25 -0.2488
O 4.44 0.59 0.60 -0.7215
H 3.47 -0.34 2.18 0.1687
H 2.59 1.04 1.46 0.1601
H 2.66 -0.42 0.55 0.1813
H 4.73 1.41 0.99 0.4598
```

Values from the calculation:
HOMO level = -0.377 Eh
Orbital gap = 10.74 eV
Charge = 0

***

Least stable = #B